No. 1
{
  "formula": "C6H7BrN2",
  "method": "ωB97M-V with the def2-TZVPD basis set",
  "e_lumo_ev": 0.02,
  "total_energy_ev": -79350.892,
  "homo_lumo_gap_ev": 8.9,
  "fmax_ha_per_bohr": 0.10947,
  "relative_energy_kj_mol": 558.8,
  "charge": 0,
  "elements": ["C", "C", "C", "C", "C", "C", "N", "N", "Br", "H", "H", "H", "H", "H", "H", "H"],
  "positions_angstrom": [[0.526, 1.425, -1.318], [-0.356, 0.674, -1.101], [3.424, -0.210, -0.381], [-2.434, 0.496, 0.346], [-1.359, -0.348, 0.940], [-1.448, -0.128, -0.602], [2.458, -0.796, 0.044], [1.616, -1.644, 0.139], [4.746, 0.614, 0.559], [1.408, 1.928, -1.621], [-3.325, 0.029, 0.533], [-2.336, 1.458, 0.669], [-0.455, 0.118, 1.309], [-1.368, -1.284, 1.343], [-1.735, -0.853, -1.182], [0.639, -1.479, 0.322]],
  "forces_ev_per_angstrom": [[1.9491, 1.0300, -0.8773], [-2.1680, -0.9893, 0.7162], [-0.7130, 0.0700, -0.1254], [1.9524, -1.8380, 0.5238], [2.0798, 1.8123, -1.8198], [1.7315, 3.8249, 3.7494], [0.4800, 0.9483, -0.6895], [-0.0694, -2.6586, 0.3847], [0.5152, 0.2542, 0.4405], [0.0748, 0.3150, 0.0470], [-2.5085, -0.7561, -0.3750], [-0.0221, 2.6310, 0.0950], [-0.2342, 0.6187, 0.1585], [-1.2249, -2.5654, 0.8192], [-1.7872, -4.0297, -2.9723], [-0.0553, 1.3327, -0.0750]],
  "lowdin_charge": [0.111, -0.126, -0.624, -0.070, -0.113, -0.242, -0.228, 0.130, 0.684, 0.029, 0.083, 0.087, 0.098, 0.067, 0.076, 0.039]
}

***

No. 2
{
  "formula": "C6H7Cl",
  "method": "ωB97M-V with the def2-TZVPD basis set",
  "e_lumo_ev": [0.93, -2.60],
  "total_energy_ev": -18853.231,
  "homo_lumo_gap_ev": [7.1, 7.3],
  "fmax_ha_per_bohr": 0.17822,
  "relative_energy_kj_mol": 52.9,
  "multiplicity": 3,
  "charge": 0,
  "elements": ["C", "C", "C", "C", "C", "C", "Cl", "H", "H", "H", "H", "H", "H", "H"],
  "positions_angstrom": [[0.898, -1.310, -0.701], [1.151, -1.145, 0.744], [-0.108, -0.522, -1.035], [0.217, -0.347, 1.254], [-0.567, 0.234, 0.124], [-0.577, 1.673, -0.208], [-2.440, -0.550, 0.399], [1.563, -2.023, -1.151], [1.929, -1.634, 1.353], [-0.373, -0.535, -2.094], [0.115, -0.087, 2.342], [-1.210, 2.207, 0.393], [-1.014, 1.935, -1.160], [0.415, 2.103, -0.260]],
  "forces_ev_per_angstrom": [[5.6388, -3.3542, 6.3988], [2.9367, -3.8570, -4.0622], [-2.3713, 1.6621, -1.8766], [-3.2538, 4.2132, 1.7368], [0.2286, -1.1766, -0.7318], [-0.1880, 0.4111, -0.8534], [-0.3301, 0.4013, 0.0890], [-0.3704, 0.0408, -1.0367], [-0.4704, 0.1079, -0.6813], [-0.7764, 0.8691, 0.5349], [-0.1281, -0.1178, -1.4466], [-1.1466, 1.5925, 2.2614], [-0.1308, -0.7334, -0.7742], [0.3617, -0.0590, 0.4418]],
  "lowdin_charge": [-0.056, -0.067, -0.126, -0.080, -0.675, -0.081, 0.353, 0.103, 0.115, 0.137, 0.142, 0.047, 0.089, 0.099]
}

***

No. 3
{
  "formula": "C6H7ClINO",
  "method": "ωB97M-V with the def2-TZVPD basis set",
  "e_lumo_ev": [-0.26, -0.45],
  "total_energy_ev": -30490.249,
  "homo_lumo_gap_ev": [6.9, 7.1],
  "fmax_ha_per_bohr": 0.05377,
  "relative_energy_kj_mol": 296.2,
  "charge": 0,
  "elements": ["C", "C", "C", "C", "C", "C", "N", "O", "Cl", "I", "H", "H", "H", "H", "H", "H", "H"],
  "positions_angstrom": [[-0.656, -1.751, -0.353], [-1.267, -0.029, 1.276], [-0.084, -1.147, -1.341], [-1.790, -1.113, 0.439], [0.048, 1.343, -0.041], [2.338, 1.490, 0.121], [-0.259, 0.791, 1.044], [1.080, 1.896, -0.542], [0.922, -1.654, -2.489], [-1.421, 1.394, -1.950], [-0.297, -2.769, -0.136], [-1.679, 0.019, 2.286], [-2.507, -0.665, -0.236], [-2.340, -1.788, 1.160], [2.495, 1.959, 1.114], [3.201, 1.721, -0.555], [2.217, 0.303, 0.202]],
  "forces_ev_per_angstrom": [[-0.8201, -1.2230, 0.7371], [-0.4647, 0.0716, 2.2355], [-0.9352, 1.1197, 0.5848], [0.2040, -0.6519, 0.5980], [-2.3660, -0.3142, -1.3957], [0.3134, -2.5897, -0.3580], [0.3890, 0.7235, -0.8989], [2.4890, 0.4739, 0.8818], [1.7498, -0.6193, -1.6320], [0.2536, 0.2034, 0.8503], [-0.4640, 0.2500, 0.2056], [0.2913, 0.1197, -0.1332], [-0.4048, -0.2569, -0.4491], [0.7078, 0.3695, -1.1523], [-0.4829, -0.2599, -0.6649], [-1.0984, -0.0416, 0.4691], [0.6383, 2.6251, 0.1218]],
  "lowdin_charge": [-0.228, -0.166, -0.826, -0.228, -0.634, -0.012, 0.089, -0.160, 0.706, 0.729, 0.113, 0.109, 0.050, 0.131, 0.095, 0.099, 0.133]
}